(1)
Below is 2 unconnected molecules or ions with the total composition C4H10O in a non-equilibrium geometry, with properties calculated with the ωB97M-V functional and the def2-TZVPD basis.

Structure (XYZ):
```
15
Properties=species:S:1:pos:R:3:nbo_charge:R:1
O -3.81017 0.02036 4.12027 -0.501
C 0.81766 0.17498 -2.61874 -0.629
C 1.62140 0.03220 -1.28694 -0.391
C -4.62040 0.95787 4.49930 0.223
C 2.48247 -1.22420 -1.03768 -0.607
H 2.19310 0.94805 -1.13447 0.191
H 2.56302 -1.44394 0.05427 0.210
H 0.22983 1.11663 -2.56421 0.212
H 1.61719 0.56085 -3.29938 0.210
H 0.16914 -0.70175 -2.84795 0.216
H 0.95516 -0.04809 -0.39056 0.186
H 2.01153 -2.01883 -1.57402 0.202
H -4.71523 1.95287 4.08879 0.143
H 3.46069 -1.01701 -1.48547 0.198
H -4.97537 0.69000 5.47680 0.135
```

**Charge**: 0
**HOMO-LUMO gap**: 10.6012 eV
**2S+1**: 1
**Highest occupied orbital energy**: -10.3539 eV
**Molecular weight**: 74.12 u
**SMILES**: C=O.CCC
**ΔE to the lowest compared entry with this formula, charge and spin**: 52.8 kcal/mol
**Calculated total energy**: -233.56073 a.u.
**LUMO level**: 0.25 eV

=====

(2)
Below is a single C4H10O molecule in a non-equilibrium geometry, with properties calculated with the ωB97M-V functional and the def2-TZVPD basis.

Structure (XYZ):
```
15
Properties=species:S:1:pos:R:3:nbo_charge:R:1
O 0.50146 0.78806 -0.21389 -0.535
C -0.38343 1.68687 -0.83249 -0.251
C -0.16515 -0.26786 0.38784 0.103
C 0.85377 -0.89297 1.37572 -0.618
C -0.63790 -1.27279 -0.63137 -0.645
H 0.14488 2.60359 -1.10199 0.195
H 0.14067 -1.41079 -1.39336 0.219
H -0.93205 -2.22067 -0.16427 0.215
H 1.65608 -1.36838 0.75353 0.207
H 1.23186 -0.12896 2.06077 0.221
H -1.25243 1.90964 -0.17263 0.162
H -1.04490 0.13365 0.95332 0.153
H -1.56461 -0.85908 -1.11431 0.207
H 0.42300 -1.76486 1.84437 0.205
H -0.81787 1.28186 -1.75253 0.163
```

**Charge**: 0
**HOMO-LUMO gap**: 10.9275 eV
**2S+1**: 1
**Highest occupied orbital energy**: -9.7617 eV
**Molecular weight**: 74.12 u
**SMILES**: COC(C)C
**ΔE to the lowest compared entry with this formula, charge and spin**: 17.6 kcal/mol
**Calculated total energy**: -233.61697 a.u.
**LUMO level**: 1.17 eV

=====

(3)
Below is 2 unconnected molecules or ions with the total composition C4H10O in a non-equilibrium geometry, with properties calculated with the ωB97M-V functional and the def2-TZVPD basis.

Structure (XYZ):
```
15
Properties=species:S:1:pos:R:3:nbo_charge:R:1
O 2.18129 -1.89529 -1.32391 -0.725
C -1.63420 1.46392 -0.24204 -0.147
C 2.29242 -2.04631 0.07428 -0.247
C -2.12093 0.21377 -0.43682 -0.438
C -0.90648 2.05215 0.89043 -0.673
H 1.43954 -1.51759 0.55089 0.162
H 2.35514 -3.08541 0.37132 0.165
H 3.14253 -1.50232 0.48228 0.178
H 1.26618 -1.93663 -1.58699 0.468
H -0.46916 1.39897 1.64251 0.226
H 0.07418 2.42893 0.51587 0.232
H -2.74932 -0.27585 0.30536 0.194
H -1.42768 2.95696 1.24270 0.222
H -1.66722 2.04288 -1.15787 0.183
H -1.77625 -0.29818 -1.32802 0.201
```

**Charge**: 0
**HOMO-LUMO gap**: 9.2521 eV
**2S+1**: 1
**Highest occupied orbital energy**: -8.5595 eV
**Molecular weight**: 74.12 u
**SMILES**: C=CC.CO
**ΔE to the lowest compared entry with this formula, charge and spin**: 70.2 kcal/mol
**Calculated total energy**: -233.53312 a.u.
**LUMO level**: 0.69 eV

=====

(4)
Below is a molecular structure, C4H10O, with properties calculated with the ωB97M-V functional and the def2-TZVPD basis.

Structure (XYZ):
```
15
Properties=species:S:1:pos:R:3:nbo_charge:R:1
O 0.99559 1.06292 -0.27735 -0.678
C 1.61186 -1.22585 0.04914 -0.689
C 0.89910 0.02632 0.48171 0.490
C -1.48375 0.80280 -1.01259 -1.051
C -0.15259 0.01408 1.39726 -0.697
H -0.42437 0.96091 1.86299 0.242
H 1.11634 -2.11956 0.43895 0.220
H -0.98298 0.26292 0.23609 0.320
H 2.65419 -1.23150 0.38285 0.239
H -0.34632 -0.87614 1.99068 0.221
H -0.16888 1.13322 -0.61453 0.430
H 1.61259 -1.25315 -1.04503 0.233
H -1.08453 0.69737 -2.03056 0.243
H -2.02393 1.74922 -0.93375 0.231
H -2.22232 -0.00356 -0.92585 0.247
```

**Charge**: 0
**HOMO-LUMO gap**: 9.8672 eV
**2S+1**: 1
**Highest occupied orbital energy**: -8.9370 eV
**Molecular weight**: 74.12 u
**ΔE to the lowest compared entry with this formula, charge and spin**: 77.4 kcal/mol
**Calculated total energy**: -233.52160 a.u.
**LUMO level**: 0.93 eV

=====

(5)
Below is 2 unconnected molecules or ions with the total composition C4H10O, with properties calculated with the ωB97M-V functional and the def2-TZVPD basis.

Structure (XYZ):
```
15
Properties=species:S:1:pos:R:3:nbo_charge:R:1
O -1.11568 0.01752 0.72448 -0.406
C -0.27702 -0.75988 0.11379 0.259
C 1.02232 1.03440 -0.77685 -0.898
C -1.59947 1.07737 -0.00996 -0.319
C 0.53778 -1.68876 0.94201 -0.688
H -0.47610 -0.99330 -0.93117 0.168
H -0.23709 1.31931 -0.45697 0.226
H -2.22091 1.70688 0.62374 0.185
H 1.56753 -1.71136 0.56465 0.233
H 0.55217 -1.34945 1.98093 0.233
H 1.20891 2.07938 -1.06352 0.217
H -2.08344 0.76985 -0.94302 0.161
H 1.75879 0.78596 -0.00714 0.203
H 1.20938 0.42812 -1.66836 0.199
H 0.15284 -2.71603 0.90737 0.226
```

**Charge**: 0
**HOMO-LUMO gap (spin up / spin down)**: 8.3602 / 8.3608 eV
**2S+1**: 1
**Highest occupied orbital energy (spin up / spin down)**: -7.4995 / -7.4997 eV
**Molecular weight**: 74.12 u
**ΔE to the lowest compared entry with this formula, charge and spin**: 107.5 kcal/mol
**Calculated total energy**: -233.47361 a.u.
**LUMO level (spin up / spin down)**: 0.86 / 0.86 eV

=====

(6)
Below is 2 unconnected molecules or ions with the total composition C4H10O in a non-equilibrium geometry, with properties calculated with the ωB97M-V functional and the def2-TZVPD basis.

Structure (XYZ):
```
15
Properties=species:S:1:pos:R:3:nbo_charge:R:1
O 1.88342 -0.98177 -2.00494 -0.714
C -2.07397 1.25867 1.44197 -0.615
C 2.84484 -1.98218 -1.87087 0.120
C 3.98933 -1.82714 -2.49407 -0.470
C -3.38610 1.66202 2.13635 -0.612
H 2.49910 -2.83831 -1.30417 0.169
H -3.22254 1.75868 3.20395 0.205
H 4.10390 -0.92123 -3.07574 0.211
H -2.19642 0.52469 0.65476 0.207
H 4.76785 -2.57506 -2.50385 0.208
H -1.33347 0.90334 2.16882 0.202
H -4.17100 0.93917 1.92180 0.206
H -3.75824 2.62543 1.79567 0.204
H -1.55623 2.14049 1.06380 0.204
H 1.60953 -0.68680 -1.13346 0.475
```

**Charge**: 0
**HOMO-LUMO gap**: 10.3008 eV
**2S+1**: 1
**Highest occupied orbital energy**: -9.5565 eV
**Molecular weight**: 74.12 u
**SMILES**: C=CO.CC
**ΔE to the lowest compared entry with this formula, charge and spin**: 33.5 kcal/mol
**Calculated total energy**: -233.59158 a.u.
**LUMO level**: 0.74 eV